Computed, not measured: the ion C17H27FNO2 with charge +1, with ωB97M-V with the def2-TZVPD basis set.

As for the total charge: +1. Its orbital gap is 10.4691 eV. The calculation puts the maximum force at 0.018 Eh/bohr.

Atoms and positions in Å:
F -1.7741 -1.4380 -3.6653
O -0.1093 1.0086 -1.8894
O -3.2965 0.9999 -0.2431
N -0.4043 0.3139 0.6668
C 0.4053 0.2067 -2.9537
C -0.7375 -2.0446 -3.0449
C 1.3387 -3.2709 -1.7342
C 1.3447 1.5034 2.6421
C 0.2401 -4.0153 -2.1342
C 1.8199 0.3688 1.7335
C -0.3061 3.3938 2.9079
C 2.8844 -0.4849 2.4161
C 1.3945 -1.9131 -1.9999
C -2.3298 0.2642 -0.9606
C -1.5047 1.2347 -1.8613
C -0.8107 -3.4020 -2.7944
C -0.9069 1.3607 1.5836
C -1.4821 -0.5031 0.0706
C 0.3541 -1.2715 -2.6641
C 0.2255 2.3075 1.9782
C 0.6266 -0.5043 1.3392
H 0.4921 4.0775 3.1810
H 2.2632 -1.3392 -1.7114
H -0.7076 2.9578 3.8189
H 0.0490 0.7772 -0.1515
H -1.6298 2.2451 -1.4535
H -1.0935 3.9650 2.4239
H 0.9851 1.0889 3.5858
H -1.7187 1.8994 1.0946
H -1.0253 -1.3670 -0.4151
H 2.2480 0.8011 0.8216
H -1.9128 1.2262 -2.8763
H 0.2033 -5.0751 -1.9399
H 2.1606 -3.7527 -1.2283
H -0.1348 0.4332 -3.8782
H 0.6177 2.7826 1.0715
H -2.8257 -0.4912 -1.5828
H -2.1509 -0.8497 0.8617
H -4.0243 1.2571 -0.8188
H 2.4930 -0.9337 3.3253
H -1.3139 0.8695 2.4709
H 0.9488 -1.2962 0.6588
H 0.1849 -0.9649 2.2262
H 3.2246 -1.2803 1.7580
H 2.1823 2.1612 2.8715
H -1.6732 -3.9577 -3.1249
H 3.7413 0.1269 2.6814
H 1.4450 0.5247 -3.0632

Mulliken atomic charge list, values in e, 4 entries: -0.39 -0.47 -0.55 0.16

***

Computed, not measured: a cluster of 2 separate species, C3H12N2O in total at a distorted geometry, with ωB97M-V with the def2-TZVPD basis set.

For the energy relative to the best compared isomer or geometry (same formula, charge and spin), the calculation gives 0.957 eV. Its orbital gap is 9.5852 eV. The calculation puts the maximum force at 0.061 Eh/bohr.

Atoms and positions in Å:
O -2.9749 2.4462 1.7906
N -1.0006 0.4885 -1.9097
N 2.0021 -1.6325 1.1375
C -0.0515 -0.4274 -1.3406
C 0.9009 -0.7013 1.0757
C 0.9315 0.0986 -0.3025
H -2.3324 1.7320 1.8749
H 1.9757 0.1599 -0.5732
H 2.9290 -1.2345 1.1007
H -2.5964 2.9494 1.0616
H -1.8034 0.6340 -1.3176
H -0.0563 -1.3151 1.0520
H 0.5611 -0.8964 -2.1190
H 0.5812 1.1306 -0.0629
H -0.5701 -1.3589 -1.0233
H -1.1993 0.3601 -2.8829
H 0.7606 0.0028 1.9002
H 1.9429 -2.4359 0.5386

Mulliken atomic charge list, values in e, 4 entries: -0.64 -0.57 -0.58 -0.49

***

Computed, not measured: a cluster of 2 separate species, H4OS in total at a distorted geometry, with ωB97M-V with the def2-TZVPD basis set.

For the energy relative to the best compared isomer or geometry (same formula, charge and spin), the calculation gives 0.081 eV. Its orbital gap is 9.9803 eV. The calculation puts the maximum force at 0.039 Eh/bohr.

Atoms and positions in Å:
S 0.6391 -2.1717 0.0114
O -0.3976 1.3075 -0.1786
H 0.5229 -1.8563 1.3330
H -0.6141 1.6612 -1.0889
H -0.0298 -1.0669 -0.3382
H -0.1206 2.1262 0.2614

Mulliken atomic charge list, values in e, 4 entries: -0.30 -0.61 0.14 0.32

***

Computed, not measured: the molecule C4H9NO at a distorted geometry, with ωB97M-V with the def2-TZVPD basis set.

For the energy relative to the best compared isomer or geometry (same formula, charge and spin), the calculation gives 2.147 eV. Its orbital gap is 11.1170 eV. The calculation puts the maximum force at 0.041 Eh/bohr.

Atoms and positions in Å:
O 2.1923 0.5574 1.2515
N 0.3140 0.2796 -0.4168
C 0.7760 -0.8259 -0.0528
C 1.8790 -0.7558 0.9092
C -1.9849 0.8294 -0.1072
C -0.9399 0.2364 -1.0893
H -0.5522 0.7385 -2.0013
H 0.4428 -1.7988 -0.4339
H -1.2977 -0.7690 -1.3906
H -2.8532 1.0898 -0.6924
H -1.5934 1.7227 0.3769
H -2.3220 0.1605 0.7134
H 1.5764 -1.3270 1.7953
H 2.7231 -1.2666 0.4517
H 1.6396 1.1289 0.6863

Mulliken atomic charge list, values in e, 4 entries: -0.56 -0.39 -0.10 -0.36

***

Computed, not measured: a structure of composition C10H24F4N5O4S2 at a distorted geometry, with ωB97M-V with the def2-TZVPD basis set.

As for the total charge: -1. Its orbital gap is 8.6366 eV. The calculation puts the maximum force at 0.023 Eh/bohr.

Atoms and positions in Å:
S 3.7412 0.9210 0.0659
S 2.3764 1.0835 2.4274
F 3.9395 2.2853 4.1522
F 2.7081 1.6494 6.3501
F 1.4740 0.1194 5.3953
F 3.9513 0.0817 4.3173
O 1.2363 0.2131 2.5885
O 4.4082 -0.1736 -0.6029
O 2.0416 2.4558 2.1454
O 4.3930 2.1948 -0.0684
N 3.5424 0.4377 1.5947
N 2.0411 3.4946 -0.8721
N 0.3997 2.2341 -1.9429
N -2.2338 -1.5223 -0.8074
N 2.5976 2.2137 -2.8405
C -2.1666 -2.0783 -2.1426
C 1.8385 2.2484 -1.5817
C -2.3895 -3.7320 0.4779
C -4.7830 -1.6128 -0.5954
C 2.1308 1.0023 -0.7299
C 3.1796 1.1635 4.1017
C -3.4653 -0.8336 -0.4742
C -1.6879 -2.3923 0.2192
C -2.4027 -1.0311 -3.2195
C 2.1014 1.2954 5.1763
H -2.5708 -4.2860 -0.4443
H -2.8634 -2.9197 -2.2966
H -1.6341 -1.8289 1.1530
H -3.3397 -3.6041 0.9956
H -5.6234 -0.9168 -0.5482
H -4.8572 -2.1471 -1.5438
H -0.6477 -2.5971 -0.0491
H 1.9581 2.0144 -3.5916
H -3.4302 -0.6651 -3.2318
H 1.3980 2.0725 4.9034
H 1.4871 4.1773 -1.3749
H -2.1956 -1.4491 -4.2057
H -4.9140 -2.3310 0.2125
H -0.0617 2.6074 -1.1192
H 1.3340 0.8582 -0.0136
H -1.7591 -4.3555 1.1146
H 2.1136 0.1538 -1.4001
H -3.5390 0.0535 -1.1093
H 3.3249 1.5128 -2.8308
H -3.3694 -0.4430 0.5407
H -1.7405 -0.1767 -3.0758
H -1.1611 -2.4840 -2.2785
H 2.9994 3.7778 -1.0053
H 0.1200 1.2589 -1.9357

Mulliken atomic charge list, values in e, 4 entries: 1.25 1.01 -0.28 -0.30

***

Computed, not measured: a cluster of 2 separate species, C4H11N3 in total at a distorted geometry, with ωB97M-V with the def2-TZVPD basis set.

For the energy relative to the best compared isomer or geometry (same formula, charge and spin), the calculation gives 7.452 eV. As for the total charge: +1. The multiplicity is 2. Its orbital gap (spin up / spin down) is 8.2583 / 7.3309 eV. The calculation puts the maximum force at 0.072 Eh/bohr.

Atoms and positions in Å:
N 2.3116 -0.3881 -0.8779
N 2.9780 1.1377 0.7721
N 0.7271 0.4315 0.6592
C -2.4852 0.7924 0.2912
C -1.6126 -0.4487 0.1013
C -0.1869 -0.1507 -0.3363
C 2.0237 0.3616 0.2969
H -3.4258 0.3585 0.6120
H 3.2974 -0.5094 -0.7455
H 1.9133 -1.3607 -0.8087
H -2.0890 -1.1518 -0.6087
H 0.4200 -0.9646 0.1668
H 0.1528 -2.1015 -0.8646
H -0.0711 0.0444 -1.4247
H 2.5072 2.0241 1.0055
H -2.1044 1.3327 1.1767
H -2.6967 1.4934 -0.5210
H -1.6592 -0.9007 1.1056

Mulliken atomic charge list, values in e, 4 entries: -0.42 -0.43 -0.32 -1.22

***

Computed, not measured: the molecule C4H5NO2, with ωB97M-V with the def2-TZVPD basis set.

For the energy relative to the best compared isomer or geometry (same formula, charge and spin), the calculation gives 0.526 eV. Its orbital gap is 9.5489 eV. The calculation puts the maximum force at 0.008 Eh/bohr.

Atoms and positions in Å:
O -0.6817 -0.6842 2.8148
O -1.4488 -0.8529 0.7146
N 0.5589 0.0974 0.9678
C -0.4681 -0.4569 1.5230
C 0.2175 0.0903 -0.3874
C 0.9400 0.7520 -1.5088
C -0.9779 -0.5055 -0.5347
H 1.0160 1.8317 -1.3460
H 0.1217 -0.3964 3.2703
H 1.9355 0.3574 -1.7164
H -1.5313 -0.8274 -1.3978
H 0.3182 0.5943 -2.3993

Mulliken atomic charge list, values in e, 4 entries: -0.47 -0.33 -0.61 0.59

***

Computed, not measured: a cluster of 14 separate species, C38H57N14O3 in total, with ωB97M-V with the def2-TZVPD basis set.

As for the total charge: +1. Its orbital gap is 7.9320 eV. The calculation puts the maximum force at 0.009 Eh/bohr.

Atoms and positions in Å:
O -0.0716 -2.9558 -2.1303
O -1.2235 -1.2528 -3.0078
O 3.5661 -0.5971 1.2163
N -3.2372 1.6478 -0.6114
N 4.2558 -7.4222 -4.8958
N 8.0601 -1.3004 -7.0739
N -8.7799 2.4551 0.7017
N -3.4747 1.5398 2.8135
N -2.0602 -7.1294 0.4714
N -5.3023 -2.6752 -1.1413
N -0.0784 5.1203 3.6385
N 6.5696 0.0967 -1.4127
N -3.3418 3.1694 6.6576
N -6.4610 7.1793 1.7506
N -1.8517 -0.5137 1.7866
N 3.8243 5.3482 4.0032
N 3.6318 -2.2391 -4.6704
C 3.7844 -8.3735 -4.4599
C -3.1666 2.5562 3.2528
C -1.2837 1.9299 7.6680
C -7.8382 5.1080 2.5286
C -1.0941 -6.2389 -1.7791
C 1.7055 1.9988 0.3219
C -7.8890 1.8513 1.0997
C -5.3681 -3.1788 -2.1714
C 3.3811 5.3766 5.0613
C 3.6943 -1.6455 0.2752
C -6.7403 1.1204 1.6197
C -0.7360 -1.9752 -1.9760
C 2.8671 1.2103 -0.3120
C -4.5520 0.1724 -2.3121
C 3.4691 -3.3279 -4.3450
C -3.8144 0.9959 -1.3609
C -2.1755 -2.0945 0.0900
C 1.2396 1.4752 1.7004
C 3.8994 0.6816 0.6866
C 6.4290 -0.3405 -2.4653
C -0.2833 1.3325 1.8328
C 3.2895 -4.7157 -3.9304
C -7.0687 6.2701 2.0981
C 0.3189 5.5390 2.6459
C -0.4811 -0.3757 -0.0826
C -2.7886 3.8525 3.7872
C 3.1876 -9.5910 -3.9216
C -2.4370 2.6218 7.1027
C -5.4589 -3.8313 -3.4725
C 6.2315 -0.9231 -3.7866
C -1.1399 -1.4746 -0.6101
C 8.6220 -0.3150 -6.9000
C -1.6378 -6.7389 -0.5212
C -2.5117 -1.5752 1.3046
C 9.3409 0.9377 -6.6899
C 0.8348 6.0750 1.3928
C -0.8575 0.1264 1.1502
C 2.8071 5.4142 6.4007
H 2.7437 -1.8697 -0.2273
H -6.3987 -3.5648 -3.9526
H -6.0773 1.8051 2.1446
H -2.7024 -2.9533 -0.3036
H 7.0744 -0.6823 -4.4323
H -2.1752 -0.1183 2.6675
H 10.2328 0.9592 -7.3129
H 9.6351 1.0261 -5.6457
H 3.3985 1.8885 -0.9871
H -6.1891 0.6640 0.7994
H 8.7024 1.7787 -6.9533
H -1.3832 -6.8922 -2.6002
H -7.1947 4.4368 3.0966
H -0.6492 2.6412 8.1930
H -3.5666 4.2223 4.4494
H 3.1820 6.2822 6.9394
H -5.2312 0.7948 -2.8929
H 1.7083 0.5315 1.9830
H -5.1168 -0.5779 -1.7630
H 1.9160 6.1861 1.4670
H 5.3198 -0.5350 -4.2289
H 0.5966 5.3986 0.5736
H 2.0147 3.0408 0.4348
H -1.4752 -5.2377 -1.9682
H 3.2486 -5.3566 -4.8027
H -3.3238 -1.9784 1.8945
H 6.1488 -2.0027 -3.7058
H 0.3173 0.0928 -0.6402
H 3.0810 4.5124 6.9450
H -7.0672 0.3421 2.3067
H 2.7027 -10.1473 -4.7214
H -4.6315 -3.5149 -4.1057
H -0.5861 1.3083 2.8819
H -8.2257 4.5728 1.6650
H 2.4966 0.3949 -0.9412
H 4.4720 -1.4304 -0.4620
H 4.8689 0.6198 0.1858
H -1.5007 -0.3823 -2.6850
H -0.0085 -6.1922 -1.7233
H -8.6658 5.4211 3.1620
H 2.3615 -4.8078 -3.3664
H 0.3855 7.0463 1.1951
H -0.7075 1.4572 6.8746
H -0.7711 2.2137 1.3958
H 2.4493 -9.3394 -3.1627
H -5.4190 -4.9113 -3.3445
H -1.6179 1.1676 8.3691
H 3.9911 1.3734 1.5265
H 1.5426 2.2105 2.4498
H 4.1240 -5.0256 -3.3060
H -3.8634 -0.3311 -2.9901
H 1.7222 5.4782 6.3289
H -1.8638 3.7589 4.3422
H 3.9854 -2.5441 0.8235
H 0.8673 2.0272 -0.3828
H -2.6426 4.5534 2.9684
H 3.9603 -10.2125 -3.4738

Mulliken atomic charge list, values in e, 4 entries: -0.49 -0.53 -0.39 -0.38

***

Look up the maximum force of the eighth one.
0.009 Eh/bohr

***

Which of these has the lowest maximum force?
C4H5NO2

***

Copy entry 6 word for word.
Computed, not measured: a cluster of 2 separate species, C4H11N3 in total at a distorted geometry, with ωB97M-V with the def2-TZVPD basis set.

For the energy relative to the best compared isomer or geometry (same formula, charge and spin), the calculation gives 7.452 eV. As for the total charge: +1. The multiplicity is 2. Its orbital gap (spin up / spin down) is 8.2583 / 7.3309 eV. The calculation puts the maximum force at 0.072 Eh/bohr.

Atoms and positions in Å:
N 2.3116 -0.3881 -0.8779
N 2.9780 1.1377 0.7721
N 0.7271 0.4315 0.6592
C -2.4852 0.7924 0.2912
C -1.6126 -0.4487 0.1013
C -0.1869 -0.1507 -0.3363
C 2.0237 0.3616 0.2969
H -3.4258 0.3585 0.6120
H 3.2974 -0.5094 -0.7455
H 1.9133 -1.3607 -0.8087
H -2.0890 -1.1518 -0.6087
H 0.4200 -0.9646 0.1668
H 0.1528 -2.1015 -0.8646
H -0.0711 0.0444 -1.4247
H 2.5072 2.0241 1.0055
H -2.1044 1.3327 1.1767
H -2.6967 1.4934 -0.5210
H -1.6592 -0.9007 1.1056

Mulliken atomic charge list, values in e, 4 entries: -0.42 -0.43 -0.32 -1.22

***

Which of these has the lowest maximum force?
C4H5NO2